P.
Formula: C3H13N4
Source: the OMol25 dataset
Level of theory: ωB97M-V/def2-TZVPD

The geometry in XYZ format:
```
20
C3H13N4, DFT ωB97M-V/def2-TZVPD
C 2.61261 -0.91644 0.35065
C -0.31333 -1.48612 -0.34729
C 1.47551 0.06980 0.05038
N 2.10373 1.40264 -0.26948
N -3.48473 0.78772 -0.17510
N 0.18276 -0.17905 -0.00319
N -0.73394 0.77735 0.20841
H 2.38542 -1.91969 0.26076
H 2.91890 -0.66010 1.40197
H 3.56940 -0.70260 -0.23624
H -1.14409 -1.53677 0.36365
H -0.90884 -1.41578 -1.30201
H 0.32943 -2.38804 -0.39520
H 1.78517 2.14877 0.44265
H 3.04094 1.20032 0.00201
H -3.98474 0.48965 -0.98857
H -3.82289 1.69967 0.09928
H -1.83182 0.68644 0.04680
H -0.44138 1.74218 -0.09640
H -3.73811 0.20006 0.58692
```

Total charge: +1
HOMO-LUMO gap: 9.6 eV
Multiplicity: 1
LUMO energy: -3.34 eV
Highest occupied orbital energy: -12.96 eV

Atomic partial charges in e from the Mulliken method, atoms 1 to 5:
1 C -1.39
2 C -0.74
3 C 0.89
4 N -0.62
5 N -0.88

***

Q.
Formula: C3H13N4
Source: the OMol25 dataset
Level of theory: ωB97M-V/def2-TZVPD

The geometry in XYZ format:
```
20
C3H13N4, DFT ωB97M-V/def2-TZVPD
C -2.08974 2.08473 0.54342
C 2.08555 0.60428 -0.74056
C 0.27937 -1.44094 0.88959
N -1.13461 -1.17137 0.48679
N -1.58942 1.32574 -0.32340
N 1.00149 -1.53795 -0.34402
N 0.96692 -0.28742 -0.99760
H -2.31930 1.66912 1.52160
H -2.31422 3.13782 0.40663
H -1.24978 -0.12277 0.08188
H 3.04707 0.20482 -1.08141
H 1.89373 1.53959 -1.26065
H 2.14961 0.81110 0.32661
H 0.59161 -0.61652 1.54893
H 0.35455 -2.39251 1.41980
H -1.35838 -1.81883 -0.27660
H -1.78016 -1.32706 1.25936
H -1.36769 1.72843 -1.22562
H 1.93763 -1.92885 -0.23373
H 0.89576 -0.46141 -2.00103
```

Total charge: +1
HOMO-LUMO gap: 10.6 eV
Multiplicity: 1
LUMO energy: -2.78 eV
Highest occupied orbital energy: -13.34 eV

Atomic partial charges in e from the Mulliken method, atoms 1 to 5:
1 C -0.21
2 C -0.89
3 C -0.45
4 N -0.28
5 N -0.39

***

Energies relative to the minimum, hartree: P 0.0199; Q 0.0000

***

P.
Formula: C3H9N3O2
Source: the OMol25 dataset
Level of theory: ωB97M-V/def2-TZVPD

The geometry in XYZ format:
```
17
C3H9N3O2, DFT ωB97M-V/def2-TZVPD
C -1.83765 1.11314 -0.64801
C 0.36860 -2.40797 1.02104
N -0.50950 0.54910 -0.55140
N 0.51844 -1.20443 0.22671
C 0.96122 1.90895 -0.56335
N 1.90815 1.22858 -0.13986
O -0.38021 -0.18954 0.70137
O 0.41796 2.87546 -0.97680
H -0.21567 -0.43203 -1.08245
H 2.79133 1.64466 0.09353
H 1.45108 -0.76173 0.29975
H -1.86012 1.72310 -1.54791
H -2.61346 0.34124 -0.67218
H -2.00274 1.76760 0.20694
H -0.63020 -2.81186 0.86162
H 1.11987 -3.11923 0.68125
H 0.51291 -2.22504 2.08977
```

SMILES: CNONC.N=C=O
HOMO-LUMO gap: 10.3 eV
Multiplicity: 1
LUMO energy: 0.96 eV
Highest occupied orbital energy: -9.36 eV

Atomic partial charges in e from the Mulliken method, atoms 1 to 5:
1 C -0.81
2 C -0.79
3 N -0.23
4 N -0.36
5 C 0.78

***

Q.
Formula: C3H9N3O2
Source: the OMol25 dataset
Level of theory: ωB97M-V/def2-TZVPD

The geometry in XYZ format:
```
17
C3H9N3O2, DFT ωB97M-V/def2-TZVPD
C -2.64729 -1.02259 0.72221
C 1.65199 1.14043 -1.67951
N -1.89888 -1.58321 1.56864
C 0.93431 0.53892 -0.47702
N -0.74044 -0.98978 1.94427
N 1.05812 -0.78274 -0.30553
O 1.43711 2.51895 -1.72775
O 0.29667 1.25857 0.27269
H 0.88120 2.73104 -0.95559
H -0.65056 0.01218 1.75057
H -0.46723 -1.26514 2.87730
H 1.56293 -1.35430 -0.95836
H 0.55504 -1.21297 0.46882
H -3.51668 -1.56162 0.39147
H -2.45892 -0.03131 0.30659
H 1.27432 0.67189 -2.59929
H 2.72829 0.93168 -1.59951
```

SMILES: NC(=O)CO.C=NN
HOMO-LUMO gap: 10.2 eV
Multiplicity: 1
LUMO energy: 0.82 eV
Highest occupied orbital energy: -9.36 eV

Atomic partial charges in e from the Mulliken method, atoms 1 to 5:
1 C -0.31
2 C -0.45
3 N -0.42
4 C 0.70
5 N -0.33

***

R.
Formula: C3H9N3O2
Source: the OMol25 dataset
Level of theory: ωB97M-V/def2-TZVPD

The geometry in XYZ format:
```
17
C3H9N3O2, DFT ωB97M-V/def2-TZVPD
C 1.00863 -0.51206 -0.33911
C -1.57530 1.38942 0.76655
N 0.66814 0.08123 -1.51226
C -1.36730 -0.08624 0.47402
N 1.91601 0.10746 0.49509
N 0.89509 -1.87438 -0.21318
O -0.49375 -0.35017 -2.03538
O -1.47931 -0.93439 1.32442
H -1.23724 -0.31274 -0.82854
H 0.77120 1.09638 -1.53778
H 1.85623 1.11372 0.54219
H 0.24069 -2.26956 -0.87553
H 1.97578 -0.32397 1.40546
H 1.76112 -2.38508 -0.11757
H -1.44123 1.60625 1.82606
H -2.59289 1.65134 0.46596
H -0.90585 2.00278 0.15959
```

HOMO-LUMO gap: 8.1 eV
Multiplicity: 1
LUMO energy: 0.52 eV
Highest occupied orbital energy: -7.55 eV

Atomic partial charges in e from the Mulliken method, atoms 1 to 5:
1 C 0.15
2 C -1.05
3 N 0.02
4 C 0.43
5 N -0.56

***

Energies relative to the minimum, hartree: P 0.1311; Q 0.0000; R 0.0945

***

P.
Formula: C2H8NOS2
Source: the OMol25 dataset
Level of theory: ωB97M-V/def2-TZVPD

The geometry in XYZ format:
```
14
C2H8NOS2, DFT ωB97M-V/def2-TZVPD
C -0.10721 0.48685 -1.22022
C -0.18881 -0.39090 -0.00943
N 0.73622 0.15397 1.06188
O -1.34472 -0.65409 0.60809
S -0.45472 2.29521 -0.61085
S 1.09712 -2.24805 -0.35228
H -0.88766 0.08217 -1.89737
H 0.92733 0.31189 -1.66320
H 0.26547 0.06510 2.06189
H 1.52039 -0.42276 1.05502
H 0.80980 1.18357 0.86244
H -2.07767 -0.16863 0.21054
H 0.73197 2.91904 -0.90545
H 0.47720 -3.03261 0.60167
```

Total charge: +1
HOMO-LUMO gap: 9.3 eV
Multiplicity: 1
LUMO energy: -4.59 eV
Highest occupied orbital energy: -13.86 eV

Atomic partial charges in e from the Mulliken method, atoms 1 to 5:
1 C -0.70
2 C 0.07
3 N -0.13
4 O -0.48
5 S -0.19

***

Q.
Formula: C2H8NOS2
Source: the OMol25 dataset
Level of theory: ωB97M-V/def2-TZVPD

The geometry in XYZ format:
```
14
C2H8NOS2, DFT ωB97M-V/def2-TZVPD
C -0.71956 -0.55986 -1.35136
C 0.36341 0.10004 -0.55359
N 0.55941 -0.58717 0.66335
O 0.61277 1.87815 1.77775
S -2.21220 -0.85509 -0.29449
S -0.27521 2.26502 0.41005
H -0.88674 -0.00061 -2.28843
H -0.22817 -1.45050 -1.48198
H 1.18395 0.22061 -1.24775
H 1.10462 -0.14723 1.43852
H -0.48174 -0.91486 0.84198
H 0.88929 -1.54128 0.55034
H 1.35948 2.44038 1.73276
H -2.43792 0.45391 -0.06140
```

Total charge: +1
HOMO-LUMO gap: 8.6 eV
Multiplicity: 1
LUMO energy: -5.00 eV
Highest occupied orbital energy: -13.57 eV

Atomic partial charges in e from the Mulliken method, atoms 1 to 5:
1 C -0.64
2 C -0.37
3 N -0.20
4 O -0.49
5 S -0.22

***

Energies relative to the minimum, hartree: P 0.0000; Q 0.0395